1.
Formula: C4H8N2O2
Source: the Open Molecules 2025 dataset
Level of theory: the ωB97M-V functional and the def2-TZVPD basis

```
16
Properties=species:S:1:pos:R:3:mulliken_charge:R:1
C 1.773 -0.803 1.504 -0.860
N 0.750 -0.172 0.689 -0.161
C -0.373 -0.834 0.320 0.686
C -0.828 -0.200 -1.536 -0.738
N -0.070 0.733 -2.125 -0.259
C -1.594 0.238 -0.433 0.080
O -1.658 1.601 -0.136 -0.517
O -0.754 -1.887 0.769 -0.609
H -2.169 1.735 0.670 0.336
H 0.998 0.639 0.144 0.248
H -0.196 1.729 -1.964 0.229
H 0.492 0.478 -2.919 0.215
H -2.456 -0.358 -0.149 0.436
H 1.297 -1.527 2.162 0.306
H 2.274 -0.049 2.111 0.315
H 2.515 -1.325 0.893 0.295
```

**Net charge**: 0

2.
Formula: C4H8N2O2
Source: the Open Molecules 2025 dataset
Level of theory: the ωB97M-V functional and the def2-TZVPD basis

```
16
Properties=species:S:1:pos:R:3:mulliken_charge:R:1
C 1.466 0.641 1.264 -1.413
C -1.059 0.375 0.431 1.120
C 0.669 -0.747 -0.692 0.010
C 0.508 0.065 0.287 0.393
N 1.143 -1.553 -1.591 -0.366
N -1.547 -0.453 -0.756 -0.659
O -1.186 1.767 0.010 -0.591
O -1.531 0.076 1.561 -0.772
H -1.626 2.179 0.765 0.325
H 1.018 -2.553 -1.496 0.256
H 1.349 -1.217 -2.522 0.254
H -2.214 -1.129 -0.395 0.236
H -2.019 0.142 -1.431 0.219
H 1.042 0.478 2.258 0.320
H 1.522 1.719 1.100 0.285
H 2.465 0.210 1.206 0.384
```

**Net charge**: 0

3.
Formula: C4H8N2O2
Source: the Open Molecules 2025 dataset
Level of theory: the ωB97M-V functional and the def2-TZVPD basis

```
16
Properties=species:S:1:pos:R:3:mulliken_charge:R:1
C -1.599 -0.114 -0.078 0.452
C -0.288 -0.703 0.461 -0.674
C 1.100 -0.606 -0.348 0.051
C 2.435 -0.170 0.218 -0.433
H 0.372 1.480 -0.178 0.438
H -2.044 1.773 -0.716 0.252
H -3.578 0.070 -0.329 0.214
H -0.190 -1.868 0.492 0.296
H -0.287 -0.537 1.640 0.282
H 1.081 -1.539 -1.002 0.349
H 3.203 -0.775 -0.230 0.308
H 2.350 0.292 1.162 0.307
N -1.310 1.183 -0.194 -0.134
N -2.655 -0.822 -0.399 -0.714
O -0.267 1.689 0.367 -0.439
O 1.677 0.647 -0.868 -0.556
```

**Net charge**: 0

4.
Formula: C4H8N2O2
Source: the Open Molecules 2025 dataset
Level of theory: the ωB97M-V functional and the def2-TZVPD basis

```
16
Properties=species:S:1:pos:R:3:mulliken_charge:R:1
N 1.080 0.376 1.844 -0.301
C 0.483 -0.805 1.514 0.363
O 0.726 -1.818 2.130 -0.617
C -0.502 -0.771 0.345 -0.440
C -0.383 0.409 -0.590 0.141
N 0.848 0.484 -1.389 -0.630
C -1.495 0.389 -1.631 -0.332
O -2.492 1.059 -1.524 -0.460
H 1.757 0.353 2.587 0.223
H 0.873 1.261 1.423 0.197
H -1.495 -0.882 0.780 0.343
H -0.252 -1.651 -0.196 0.280
H -0.549 1.382 -0.127 0.367
H 1.134 -0.412 -1.766 0.251
H 1.627 0.821 -0.841 0.284
H -1.362 -0.194 -2.559 0.332
```

**SMILES**: NC(=O)C[C@@H](N)C=O
**Net charge**: 0

Calculated E in order - -11350.4416 -11350.1622 -11346.4472 -11352.9020 eV
Calculated relative energy (zero: lowest compared OMol25 entry of this formula, charge and spin) in order - 84.7 91.1 176.8 27.9 kcal/mol